{"formula": "C25H41N2SbSeV", "method": "wB97M-V/def2-TZVPD", "total_charge": 2, "spin_multiplicity": 2, "s2": 0.79, "e_tot_ha": -4671.86055, "homo_lumo_gap_ev": [7.25, 7.75], "e_above_lowest_ev": 0.000, "symbols": ["V", "C", "C", "C", "C", "C", "C", "C", "C", "C", "C", "H", "H", "H", "H", "H", "H", "H", "H", "H", "H", "H", "H", "H", "H", "H", "Se", "C", "N", "C", "C", "C", "N", "C", "C", "H", "H", "H", "H", "H", "C", "C", "C", "Sb", "C", "C", "C", "C", "C", "C", "H", "H", "H", "H", "H", "H", "H", "H", "H", "H", "H", "H", "H", "H", "H", "H", "H", "H", "H", "H", "H"], "xyz": [[0.71624, -0.72249, 0.80266], [1.84952, 1.04205, 1.45370], [2.22544, 0.90525, 0.07997], [2.90021, -0.32323, -0.07278], [2.94563, -0.96975, 1.19117], [2.28855, -0.12890, 2.14113], [2.27404, -0.35092, 3.62287], [3.74036, -2.19027, 1.50890], [3.63348, -0.73850, -1.30360], [2.17751, 1.96101, -0.97611], [1.32699, 2.28486, 2.10496], [3.19817, 0.04231, 4.05178], [2.21867, -1.40972, 3.87110], [1.44174, 0.16142, 4.10112], [4.75611, -1.88186, 1.76944], [3.81718, -2.86485, 0.65741], [3.34337, -2.73876, 2.36215], [4.65346, -0.35015, -1.24026], [3.18380, -0.32499, -2.20519], [3.70570, -1.81946, -1.40989], [3.19443, 2.30459, -1.18032], [1.60013, 2.82287, -0.65610], [1.77214, 1.58844, -1.91640], [1.18129, 2.13898, 3.17198], [0.38464, 2.62720, 1.67496], [2.05835, 3.08515, 1.97534], [-2.13364, -2.54396, 3.90975], [-1.23907, -1.85477, 2.65611], [-0.57678, -1.35085, 1.76815], [1.58738, -4.72842, -1.62874], [1.43490, -4.70783, -0.24805], [1.07345, -3.52569, 0.36352], [0.91206, -2.37809, -0.31830], [1.04809, -2.40588, -1.65238], [1.36724, -3.55848, -2.34284], [1.87168, -5.64137, -2.13468], [1.58257, -5.59652, 0.34886], [0.93343, -3.48254, 1.43589], [0.89991, -1.46852, -2.17391], [1.46174, -3.53289, -3.41914], [-2.30332, 3.88277, -0.48011], [-1.07897, 3.09149, -0.91661], [-0.78749, 3.24851, -2.40366], [-1.31710, 0.93341, -0.41334], [-3.00722, 1.03459, 0.98423], [-3.78305, -0.27564, 1.07039], [-2.50329, 1.54026, 2.33376], [-2.25835, 0.20632, -2.26666], [-2.41847, -1.30941, -2.23181], [-3.58772, 0.91675, -2.48101], [-2.14943, 4.93195, -0.74490], [-2.46562, 3.84101, 0.59662], [-3.21190, 3.55605, -0.98571], [-0.22012, 3.42822, -0.33776], [-1.65199, 2.98413, -3.01148], [0.06398, 2.65274, -2.73365], [-0.55333, 4.29478, -2.61270], [-3.64898, 1.79790, 0.54286], [-3.13736, -1.14299, 1.19786], [-4.39938, -0.43978, 0.18828], [-4.45881, -0.23615, 1.92858], [-1.80007, 0.84844, 2.79567], [-3.34512, 1.66503, 3.01809], [-2.01306, 2.51180, 2.23897], [-1.55820, 0.49169, -3.05429], [-3.13321, -1.61401, -1.46575], [-1.47429, -1.82189, -2.04254], [-2.80073, -1.65652, -3.19429], [-4.30545, 0.67951, -1.69669], [-4.01976, 0.58580, -3.42885], [-3.48233, 1.99881, -2.53774]], "forces_ev_per_a": [[0.937, 1.417, -1.719], [0.333, 0.010, 0.238], [0.271, 0.019, -0.077], [-0.012, 0.311, 0.022], [-0.058, 0.301, 0.231], [0.645, 0.336, 0.203], [-0.121, -0.017, -0.060], [-0.126, -0.131, -0.023], [-0.091, -0.087, 0.010], [-0.012, 0.005, 0.035], [-0.160, -0.058, -0.104], [-0.005, -0.011, 0.008], [-0.027, 0.006, 0.042], [-0.020, -0.048, 0.036], [-0.008, 0.014, 0.010], [-0.015, -0.010, 0.014], [-0.003, -0.010, -0.009], [0.002, -0.007, -0.030], [0.012, -0.012, -0.015], [0.002, -0.009, 0.014], [0.006, -0.004, 0.015], [0.024, -0.014, -0.047], [0.011, 0.014, 0.012], [-0.047, 0.014, 0.008], [0.012, 0.020, 0.015], [-0.003, 0.007, 0.010], [0.110, 0.073, -0.173], [-0.139, -0.087, 0.244], [-1.703, -0.958, 1.802], [-0.031, 0.065, 0.061], [-0.124, 0.005, -0.084], [0.132, -0.220, 0.006], [0.142, -0.707, -0.626], [-0.049, -0.053, -0.166], [0.001, -0.043, 0.038], [-0.018, 0.008, -0.021], [-0.023, 0.004, 0.004], [0.010, 0.018, -0.001], [0.028, 0.019, 0.032], [-0.011, 0.028, 0.003], [0.036, 0.071, 0.004], [0.021, -0.522, 0.149], [0.044, 0.033, 0.036], [-0.419, 0.331, -0.274], [0.359, -0.084, -0.140], [0.006, 0.097, 0.008], [-0.058, 0.045, -0.126], [0.247, -0.017, 0.453], [-0.011, 0.067, -0.023], [0.023, 0.028, -0.079], [-0.009, -0.003, 0.004], [-0.042, 0.025, -0.047], [-0.011, 0.000, 0.018], [-0.045, -0.008, 0.021], [0.035, -0.005, -0.028], [-0.052, 0.016, -0.048], [-0.019, 0.001, -0.014], [0.039, 0.009, -0.057], [-0.055, -0.029, 0.001], [0.030, -0.035, -0.033], [0.009, -0.021, 0.005], [0.045, -0.054, 0.060], [0.009, -0.007, 0.012], [0.004, -0.034, 0.078], [0.045, 0.005, 0.022], [0.027, -0.031, -0.008], [-0.051, -0.040, -0.008], [-0.010, -0.027, 0.014], [-0.024, 0.006, 0.015], [-0.010, -0.012, 0.016], [-0.037, -0.010, 0.014]]}